No. 1
The following is a DFT calculation (wB97M-V/def2-TZVPD) of a structure of composition C36H37As2NO5PtS.

Positions of all 83 atoms, in Å:
Pt1 -0.730 0.186 0.085
N1 -4.806 -0.083 -2.571
C1 -4.047 0.086 -1.449
O1 -4.165 -0.654 -0.499
C2 -3.149 1.314 -1.487
C3 -2.242 1.528 -0.272
H1 -5.442 -0.859 -2.604
H2 -4.733 0.535 -3.356
H3 -3.844 2.159 -1.549
H4 -2.550 1.313 -2.401
H5 -2.876 1.567 0.621
H6 -1.812 2.526 -0.390
C4 2.030 -0.100 2.869
C5 1.480 1.311 2.822
As1 -0.232 1.543 1.869
C6 -0.158 3.475 1.835
C7 -0.167 4.177 3.036
C8 0.001 5.553 3.039
C9 0.191 6.233 1.845
C10 0.225 5.534 0.648
C11 0.055 4.157 0.643
C12 -1.557 1.091 3.227
C13 -2.523 1.980 3.680
C14 -3.500 1.557 4.573
C15 -3.517 0.246 5.018
C16 -2.570 -0.654 4.547
C17 -1.605 -0.237 3.645
As2 2.170 -0.886 1.093
C18 3.405 -2.343 1.314
C19 4.318 -2.636 0.308
C20 5.170 -3.721 0.446
C21 5.107 -4.514 1.583
C22 4.189 -4.230 2.582
C23 3.334 -3.147 2.447
C24 3.106 0.473 0.106
C25 4.365 0.859 0.566
C26 5.047 1.881 -0.071
C27 4.476 2.511 -1.171
C28 3.232 2.116 -1.633
C29 2.538 1.095 -0.995
H7 1.455 -0.754 3.523
H8 3.064 -0.105 3.221
H9 2.197 1.968 2.329
H10 1.299 1.699 3.823
H11 -0.315 3.658 3.976
H12 -0.015 6.093 3.977
H13 0.319 7.308 1.848
H14 0.385 6.056 -0.286
H15 0.097 3.615 -0.296
H16 -2.534 3.004 3.329
H17 -4.253 2.257 4.912
H18 -4.279 -0.083 5.713
H19 -2.600 -1.689 4.860
H20 -0.926 -0.969 3.220
H21 4.362 -2.021 -0.584
H22 5.880 -3.950 -0.338
H23 5.773 -5.361 1.687
H24 4.134 -4.854 3.464
H25 2.610 -2.938 3.226
H26 4.821 0.360 1.415
H27 6.024 2.182 0.284
H28 5.013 3.306 -1.673
H29 2.792 2.588 -2.502
H30 1.583 0.768 -1.379
O2 0.744 -1.423 0.457
C30 -3.378 -4.952 -6.291
C31 -2.675 -3.954 -5.410
C32 -1.533 -4.305 -4.699
C33 -0.873 -3.380 -3.904
C34 -1.359 -2.087 -3.815
C35 -2.494 -1.715 -4.517
C36 -3.144 -2.647 -5.308
S1 -0.535 -0.916 -2.771
O3 -0.934 0.408 -3.209
O4 0.881 -1.197 -2.865
O5 -1.094 -1.260 -1.421
H31 -3.031 -5.965 -6.094
H32 -3.198 -4.736 -7.346
H33 -4.457 -4.925 -6.132
H34 -1.154 -5.318 -4.768
H35 0.020 -3.651 -3.357
H36 -2.852 -0.698 -4.439
H37 -4.032 -2.357 -5.860

As for the HOMO-LUMO gap: 8.6 eV. Its total energy is -6814.039776 Eh. The calculation puts the molecular weight at 940.7 g/mol. Its largest force on an atom is 0.8 eV Å⁻¹. The value obtained for the relative energy (zero: lowest compared OMol25 entry of this formula, charge and spin) is 0.0 kJ/mol. The value obtained for the HOMO energy is -8.285 eV. Its LUMO energy is 0.36 eV.

No. 2
The following is a DFT calculation (wB97M-V/def2-TZVPD) of a structure of composition C36H37BrF16I2N2O3S.

Positions of all 98 atoms, in Å:
C1 0.995 -5.314 -1.702
C2 0.026 -5.514 -0.791
C3 -0.333 -4.491 0.280
C4 0.143 -3.070 0.006
C5 1.485 -2.760 0.187
Br1 2.756 -4.060 0.796
C6 1.913 -1.472 -0.048
C7 1.025 -0.509 -0.442
C8 -0.321 -0.775 -0.612
C9 -0.735 -2.077 -0.394
S1 -2.449 -2.520 -0.633
C10 -2.990 -1.186 -1.706
C11 -4.105 -1.476 -2.459
C12 -4.603 -0.559 -3.347
C13 -5.821 -0.793 -4.220
C14 -3.924 0.643 -3.463
C15 -2.816 0.947 -2.700
C16 -2.199 2.314 -2.985
C17 -0.910 2.213 -3.851
C18 0.043 3.440 -3.756
C19 1.441 2.947 -4.184
N1 2.489 4.018 -4.222
C20 2.707 4.346 -5.645
C21 3.698 3.382 -3.695
C22 4.328 3.902 -2.417
O1 4.179 2.416 -4.256
C23 -2.304 0.025 -1.776
N2 -1.141 0.338 -0.990
C24 -1.344 1.300 0.058
I1 -0.090 3.051 -0.056
C25 -2.182 1.210 1.100
C26 -3.064 -0.001 1.311
I2 -2.361 2.732 2.570
H1 1.793 -6.038 -1.877
H2 1.011 -4.381 -2.273
H3 -0.539 -6.452 -0.750
H4 -1.423 -4.500 0.439
H5 0.104 -4.794 1.241
H6 2.957 -1.207 0.098
H7 1.415 0.492 -0.607
H8 -4.614 -2.436 -2.367
H9 -6.554 0.012 -4.105
H10 -5.506 -0.784 -5.273
H11 -6.240 -1.781 -4.005
H12 -4.287 1.369 -4.189
H13 -2.920 2.887 -3.582
H14 -2.080 2.874 -2.051
H15 -0.376 1.263 -3.734
H16 -1.267 2.234 -4.893
H17 0.018 3.919 -2.776
H18 -0.250 4.205 -4.492
H19 1.322 2.552 -5.207
H20 1.708 2.094 -3.548
H21 3.094 3.500 -6.229
H22 3.406 5.192 -5.690
H23 1.760 4.694 -6.071
H24 4.309 4.994 -2.359
H25 3.786 3.441 -1.580
H26 5.372 3.575 -2.388
H27 -2.430 -0.877 1.471
H28 -3.594 0.143 2.260
H29 -3.819 -0.145 0.537
C27 7.503 -0.468 0.548
C28 5.997 -0.276 0.276
C29 5.571 0.992 -0.468
F1 5.873 2.115 0.210
F2 4.228 1.010 -0.646
F3 5.319 -0.391 1.439
F4 5.608 -1.328 -0.501
O2 7.998 -0.125 1.840
C30 8.377 1.176 2.127
C31 7.518 1.794 3.234
F5 6.219 1.819 2.886
F6 7.905 3.071 3.455
F7 8.396 1.928 1.011
F8 9.653 1.118 2.568
H30 7.667 -1.544 0.487
H31 8.118 -0.042 -0.245
H32 6.031 1.040 -1.459
H33 7.619 1.224 4.160
C32 -6.357 -1.358 6.838
C33 -6.850 -2.299 5.718
C34 -6.237 -3.701 5.653
F9 -4.912 -3.671 5.428
F10 -6.794 -4.389 4.627
F11 -6.722 -1.672 4.528
F12 -8.187 -2.471 5.923
O3 -5.369 -0.384 6.508
C35 -4.021 -0.706 6.544
C36 -3.369 -0.589 5.165
F13 -3.960 -1.410 4.273
F14 -2.065 -0.943 5.230
F15 -3.833 -1.916 7.101
F16 -3.432 0.188 7.367
H34 -7.226 -0.759 7.109
H35 -6.095 -1.904 7.744
H36 -6.428 -4.254 6.577
H37 -3.439 0.434 4.787

As for the HOMO-LUMO gap: 7.9 eV. Its total energy is -6894.574106 Eh. The calculation puts the molecular weight at 1215.5 g/mol. Its largest force on an atom is 1.8 eV Å⁻¹. The value obtained for the HOMO energy is -7.911 eV. Its LUMO energy is 0.02 eV.

No. 3
The following is a DFT calculation (wB97M-V/def2-TZVPD) of a structure of composition C36H37CaN2O3Sb2.

Positions of all 81 atoms, in Å:
Ca1 -0.353 1.360 3.223
N1 -2.064 -0.342 2.363
C1 -3.228 0.330 3.013
C2 -3.152 1.816 2.609
O1 -3.691 2.147 1.539
N2 -2.387 2.541 3.421
C3 -2.115 3.894 2.957
C4 -0.900 4.070 2.010
O2 -0.691 5.190 1.568
O3 -0.161 3.025 1.786
H1 -2.168 -0.221 1.355
H2 -2.082 -1.341 2.534
H3 -3.129 0.236 4.095
H4 -4.166 -0.118 2.681
H5 -1.893 4.521 3.825
H6 -2.968 4.345 2.443
C5 2.054 1.577 4.368
C6 2.128 0.307 3.755
C7 1.236 -0.555 4.428
C8 0.606 0.185 5.454
C9 1.115 1.501 5.416
H7 2.598 2.461 4.068
H8 2.787 0.031 2.944
H9 1.107 -1.609 4.233
H10 -0.128 -0.190 6.153
H11 0.806 2.318 6.053
C10 1.665 -1.050 0.191
C11 2.133 0.084 -0.731
C12 1.457 1.427 -0.481
Sb1 -0.697 1.444 -0.730
C13 -0.565 0.676 -2.759
C14 -1.509 -0.249 -3.201
C15 -1.452 -0.786 -4.483
C16 -0.434 -0.409 -5.345
C17 0.511 0.519 -4.926
C18 0.439 1.058 -3.649
C19 -0.972 3.489 -1.262
C20 -2.227 4.022 -0.976
C21 -2.513 5.345 -1.284
C22 -1.548 6.146 -1.872
C23 -0.292 5.625 -2.145
C24 -0.005 4.302 -1.841
Sb2 -0.071 -2.157 -0.473
C25 0.788 -2.958 -2.264
C26 -0.064 -3.433 -3.257
C27 0.443 -3.971 -4.433
C28 1.814 -4.026 -4.633
C29 2.675 -3.547 -3.655
C30 2.163 -3.018 -2.478
C31 0.410 -3.829 0.790
C32 0.822 -5.072 0.318
C33 1.111 -6.103 1.204
C34 0.994 -5.903 2.571
C35 0.581 -4.668 3.054
C36 0.285 -3.644 2.165
H12 1.385 -0.672 1.181
H13 2.450 -1.790 0.356
H14 1.997 -0.198 -1.781
H15 3.215 0.212 -0.603
H16 1.866 2.169 -1.169
H17 1.645 1.798 0.528
H18 -2.305 -0.558 -2.533
H19 -2.197 -1.504 -4.805
H20 -0.377 -0.834 -6.339
H21 1.304 0.823 -5.598
H22 1.181 1.788 -3.344
H23 -2.967 3.419 -0.459
H24 -3.484 5.756 -1.036
H25 -1.764 7.184 -2.097
H26 0.474 6.255 -2.582
H27 0.990 3.925 -2.042
H28 -1.138 -3.373 -3.118
H29 -0.232 -4.336 -5.197
H30 2.213 -4.436 -5.553
H31 3.746 -3.583 -3.811
H32 2.846 -2.647 -1.723
H33 0.929 -5.236 -0.749
H34 1.435 -7.065 0.824
H35 1.225 -6.706 3.261
H36 0.492 -4.501 4.120
H37 -0.030 -2.682 2.560

As for the HOMO-LUMO gap: 7.4 eV. Its total energy is -2887.499865 Eh. The calculation puts the molecular weight at 829.3 g/mol. Its net charge is -1. Its largest force on an atom is 0.4 eV Å⁻¹. The value obtained for the relative energy (zero: lowest compared OMol25 entry of this formula, charge and spin) is 0.0 kJ/mol. The value obtained for the HOMO energy is -5.102 eV. Its LUMO energy is 2.32 eV.

No. 4
The following is a DFT calculation (wB97M-V/def2-TZVPD) of a structure of composition C36H37CdF3P2.

Positions of all 79 atoms, in Å:
Cd1 1.900 -1.583 6.839
C1 -2.456 0.096 6.696
C2 -2.572 -0.173 5.392
C3 -2.878 0.814 4.302
C4 -1.668 1.531 3.654
C5 -0.628 2.092 4.580
C6 -0.833 2.496 5.836
C7 -2.180 2.637 6.484
C8 -2.598 1.431 7.359
C9 2.551 -0.050 5.528
H1 -2.236 -0.713 7.393
H2 -2.424 -1.202 5.041
H3 -3.606 1.558 4.644
H4 -3.380 0.251 3.499
H5 -1.166 0.831 2.967
H6 -2.067 2.351 3.034
H7 0.365 2.213 4.130
H8 0.007 2.804 6.476
H9 -2.946 2.818 5.721
H10 -2.164 3.516 7.150
H11 -2.013 1.420 8.296
H12 -3.643 1.584 7.680
H13 3.531 0.330 5.854
H14 1.806 0.760 5.529
H15 2.648 -0.482 4.519
P1 0.061 -2.257 -3.353
P2 2.016 0.402 -3.606
C10 -0.546 -0.662 -3.944
C11 0.280 0.409 -4.101
C12 -0.796 -3.461 -4.457
C13 -1.982 -3.181 -5.149
C14 -2.588 -4.169 -5.937
C15 -2.010 -5.437 -6.051
C16 -0.804 -5.710 -5.391
C17 -0.191 -4.727 -4.615
C18 -0.889 -2.386 -1.775
C19 -0.513 -1.528 -0.721
C20 -1.239 -1.535 0.470
C21 -2.335 -2.398 0.623
C22 -2.676 -3.278 -0.408
C23 -1.952 -3.281 -1.602
C24 2.698 1.165 -5.161
C25 2.673 0.373 -6.328
C26 3.035 0.928 -7.556
C27 3.455 2.263 -7.630
C28 3.544 3.026 -6.463
C29 3.183 2.477 -5.230
C30 2.098 1.811 -2.418
C31 3.227 1.870 -1.573
C32 3.410 2.963 -0.724
C33 2.453 3.987 -0.683
C34 1.296 3.887 -1.461
C35 1.102 2.789 -2.308
H16 -1.630 -0.576 -4.095
H17 -0.059 1.320 -4.614
H18 -2.439 -2.195 -5.077
H19 -3.516 -3.945 -6.465
H20 -2.489 -6.209 -6.658
H21 -0.342 -6.694 -5.484
H22 0.760 -4.929 -4.119
H23 0.334 -0.847 -0.847
H24 -0.954 -0.869 1.287
H25 -2.917 -2.385 1.548
H26 -3.511 -3.972 -0.289
H27 -2.225 -3.963 -2.409
H28 2.341 -0.665 -6.272
H29 2.987 0.322 -8.461
H30 3.718 2.703 -8.594
H31 3.896 4.058 -6.505
H32 3.249 3.080 -4.322
H33 3.959 1.061 -1.598
H34 4.299 3.018 -0.096
H35 2.610 4.853 -0.036
H36 0.535 4.668 -1.409
H37 0.182 2.702 -2.884
F1 -0.128 -1.219 9.091
C36 1.119 -0.724 8.735
F2 0.944 0.658 8.674
F3 1.912 -0.920 9.845

As for the HOMO-LUMO gap: 6.6 eV. Its total energy is -2543.874833 Eh. The calculation puts the molecular weight at 701.0 g/mol. Its largest force on an atom is 1.6 eV Å⁻¹. The value obtained for the relative energy (zero: lowest compared OMol25 entry of this formula, charge and spin) is 0.0 kJ/mol. The value obtained for the HOMO energy is -7.788 eV. Its LUMO energy is -1.19 eV.

No. 5
The following is a DFT calculation (wB97M-V/def2-TZVPD) of a structure of composition C36H37ClCrN4SSb.

Positions of all 81 atoms, in Å:
Cr1 -1.121 -1.103 1.148
C1 -4.832 -2.595 2.835
C2 -3.729 -1.804 2.213
N1 -2.511 -2.235 2.117
N2 -2.160 -3.410 2.730
C3 -0.965 -3.444 3.369
N3 -0.553 -4.622 3.843
S1 -0.061 -2.043 3.556
C4 -3.909 -0.448 1.722
C5 -5.130 0.219 1.787
C6 -5.205 1.552 1.438
C7 -4.042 2.193 1.032
C8 -2.872 1.466 0.964
N4 -2.779 0.169 1.277
H1 -4.434 -3.318 3.544
H2 -5.399 -3.131 2.071
H3 -5.524 -1.953 3.373
H4 -2.714 -4.237 2.575
H5 -1.066 -5.478 3.713
H6 0.320 -4.648 4.341
H7 -6.009 -0.312 2.122
H8 -6.145 2.084 1.490
H9 -4.040 3.242 0.775
H10 -1.966 1.953 0.634
C9 1.405 4.078 -0.183
C10 0.154 3.806 -0.974
C11 -0.458 4.868 -1.642
C12 -1.609 4.700 -2.392
C13 -2.193 3.446 -2.481
C14 -1.602 2.380 -1.825
C15 -0.429 2.538 -1.084
Sb1 0.321 0.623 -0.378
C16 2.207 1.091 0.534
C17 3.411 0.971 -0.145
C18 4.610 1.241 0.496
C19 4.604 1.611 1.831
C20 3.400 1.726 2.511
C21 2.186 1.476 1.879
C22 0.901 1.659 2.648
C23 0.401 -0.103 -2.399
C24 -0.598 -1.032 -2.687
C25 -0.752 -1.545 -3.962
C26 0.107 -1.127 -4.969
C27 1.067 -0.169 -4.697
C28 1.221 0.373 -3.420
C29 2.244 1.457 -3.214
H11 1.668 5.133 -0.246
H12 2.249 3.499 -0.557
H13 1.276 3.825 0.870
H14 -0.008 5.851 -1.569
H15 -2.045 5.545 -2.910
H16 -3.093 3.297 -3.064
H17 -2.056 1.396 -1.908
H18 3.424 0.647 -1.177
H19 5.544 1.145 -0.042
H20 5.534 1.817 2.345
H21 3.398 2.022 3.554
H22 1.093 2.144 3.603
H23 0.422 0.698 2.856
H24 0.190 2.282 2.095
H25 -1.265 -1.360 -1.897
H26 -1.530 -2.270 -4.167
H27 0.014 -1.537 -5.967
H28 1.716 0.183 -5.490
H29 3.257 1.065 -3.333
H30 2.150 1.904 -2.226
H31 2.109 2.243 -3.958
Cl1 5.760 -3.071 -1.192
C30 4.075 -2.984 -0.788
C31 3.699 -2.670 0.507
C32 2.357 -2.559 0.824
C33 1.356 -2.800 -0.123
C34 -0.084 -2.800 0.277
C35 1.773 -3.151 -1.412
C36 3.112 -3.226 -1.755
H32 4.461 -2.494 1.254
H33 2.081 -2.307 1.841
H34 -0.682 -3.223 -0.538
H35 -0.143 -3.522 1.098
H36 1.028 -3.390 -2.160
H37 3.407 -3.494 -2.761

As for the HOMO-LUMO gap (alpha / beta): 5.7 / 5.5 eV. Its total energy is -3755.921566 Eh. The calculation puts the molecular weight at 767.0 g/mol. Its net charge is +1. Its largest force on an atom is 1.1 eV Å⁻¹. The value obtained for the relative energy (zero: lowest compared OMol25 entry of this formula, charge and spin) is 93.0 kJ/mol. The value obtained for the HOMO energy (alpha / beta) is -9.497 / -9.562 eV. Its multiplicity is 5. Its LUMO energy (alpha / beta) is -3.81 / -4.03 eV.

No. 6
The following is a DFT calculation (wB97M-V/def2-TZVPD) of a structure of composition C36H37EuNP2.

Positions of all 77 atoms, in Å:
Eu1 0.437 1.761 -0.977
C1 -1.883 1.074 -2.932
C2 -1.782 -0.216 -2.594
C3 -1.138 -1.238 -3.469
C4 0.334 -0.918 -3.865
C5 1.050 0.028 -2.944
C6 1.053 1.394 -3.079
C7 0.192 2.139 -4.051
C8 -1.277 1.663 -4.169
C9 1.381 0.107 3.208
H1 -2.686 1.704 -2.523
H2 -2.406 -0.606 -1.783
H3 -1.736 -1.395 -4.387
H4 -1.148 -2.205 -2.954
H5 0.869 -1.892 -3.907
H6 0.305 -0.553 -4.906
H7 1.788 -0.507 -2.339
H8 1.939 1.959 -2.688
H9 0.673 2.069 -5.044
H10 0.218 3.199 -3.750
H11 -1.846 2.563 -4.439
H12 -1.350 0.995 -5.041
H13 0.905 1.088 3.386
H14 2.135 -0.039 3.990
H15 0.630 -0.681 3.278
P1 -1.828 -0.562 1.114
P2 2.154 -0.065 1.645
C10 -0.313 -0.899 0.178
C11 1.079 -0.733 0.336
C12 -2.623 -2.131 1.386
C13 -2.822 -3.018 0.306
C14 -3.513 -4.201 0.567
C15 -3.937 -4.480 1.871
C16 -3.693 -3.629 2.945
C17 -3.016 -2.442 2.707
C18 -2.867 0.561 0.259
C19 -2.445 1.894 -0.060
C20 -3.210 3.000 0.320
C21 -4.543 2.783 0.641
C22 -5.072 1.492 0.593
C23 -4.257 0.376 0.408
C24 3.546 -1.177 1.681
C25 3.357 -2.506 2.107
C26 4.472 -3.309 2.374
C27 5.758 -2.813 2.150
C28 5.930 -1.550 1.578
C29 4.828 -0.734 1.321
C30 2.686 1.556 1.110
C31 2.754 2.598 2.056
C32 2.826 3.920 1.625
C33 2.872 4.243 0.276
C34 2.917 3.219 -0.670
C35 2.937 1.863 -0.260
H16 -0.580 -1.585 -0.678
H17 1.666 -1.296 -0.445
H18 -2.424 -2.760 -0.693
H19 -3.695 -4.871 -0.276
H20 -4.468 -5.394 2.053
H21 -4.000 -3.841 3.970
H22 -2.795 -1.756 3.545
H23 -1.746 2.061 -0.929
H24 -2.745 3.988 0.324
H25 -5.169 3.616 0.923
H26 -6.157 1.335 0.684
H27 -4.652 -0.658 0.399
H28 2.343 -2.891 2.248
H29 4.320 -4.317 2.767
H30 6.624 -3.417 2.429
H31 6.935 -1.190 1.350
H32 4.972 0.248 0.861
H33 2.744 2.332 3.127
H34 2.854 4.691 2.380
H35 2.934 5.284 -0.024
H36 2.940 3.475 -1.743
H37 2.847 1.055 -1.033
N1 -1.725 0.945 3.526
C36 -1.660 0.196 2.652

As for the HOMO-LUMO gap (alpha / beta): 4.7 / 5.8 eV. Its total energy is -2841.254305 Eh. The calculation puts the molecular weight at 697.6 g/mol. Its largest force on an atom is 4.0 eV Å⁻¹. The value obtained for the HOMO energy (alpha / beta) is -4.304 / -5.735 eV. Its multiplicity is 8. Its LUMO energy (alpha / beta) is 0.35 / 0.02 eV.